{
  "formula": "C49H59CrN3O5P2S2Si",
  "method": "ωB97M-V with the def2-TZVPD basis set",
  "charge": 1,
  "s_squared": 3.784,
  "spin_multiplicity": 4,
  "homo_lumo_gap_ev": [7.929, 8.072],
  "largest_force_ev_per_a": 0.556,
  "e_above_lowest_kcal_mol": 0.0,
  "elements": ["C", "N", "H", "H", "H", "H", "C", "H", "H", "H", "H", "H", "C", "C", "H", "H", "H", "H", "C", "H", "H", "C", "H", "H", "N", "Si", "C", "H", "C", "H", "C", "H", "H", "C", "P", "H", "H", "C", "C", "H", "H", "C", "C", "C", "H", "H", "H", "H", "H", "C", "C", "S", "C", "H", "C", "Cr", "C", "O", "H", "C", "C", "C", "H", "C", "O", "C", "H", "H", "C", "H", "H", "C", "H", "C", "C", "H", "C", "C", "H", "C", "C", "P", "C", "H", "C", "H", "H", "S", "H", "H", "C", "H", "C", "H", "C", "C", "C", "H", "C", "O", "C", "C", "N", "C", "H", "H", "O", "H", "H", "C", "C", "H", "H", "C", "C", "C", "H", "H", "H", "H", "H", "O"],
  "positions_angstrom": [[4.410785, 2.262653, 1.273618], [1.235418, -1.203170, 1.860585], [1.805811, 2.716516, 6.715356], [-6.055414, 3.924894, -2.789861], [3.010780, -1.960787, 5.376195], [0.665307, 3.413735, -5.963397], [3.213795, 1.617416, 0.999057], [-3.018962, -1.198042, -2.213749], [-4.879321, 2.186781, 2.617384], [-6.162554, -0.018760, 0.405329], [6.548954, 2.112358, 1.271775], [-0.112706, -1.452555, -2.535643], [0.698135, 3.697187, -3.318330], [-5.977995, 1.045195, 0.268648], [6.239414, -0.667582, 3.333013], [-1.201587, -3.671325, -6.020576], [2.453048, 2.138310, -4.750558], [2.280469, 2.137106, 1.162140], [-2.591356, 2.167309, -3.158763], [-2.614483, -2.917611, -2.400095], [-2.428312, -0.099273, 4.087508], [1.712189, 1.589398, -4.161557], [-5.873032, 1.769908, -3.990939], [1.496814, 4.249424, -3.822314], [-2.421265, 1.379965, 0.588927], [-0.893729, 1.336361, -3.189704], [-5.096006, 3.431675, -2.881383], [1.044762, 3.514432, -2.297385], [1.021476, 0.807569, 6.133742], [-0.171200, 4.354900, -3.280502], [2.506730, -3.959349, -2.578141], [-2.092521, -1.606599, -7.055202], [6.560155, -0.188325, 0.365912], [1.499113, -3.198221, -0.533155], [-0.162026, -0.416475, 2.414649], [-1.862476, 3.835439, -2.007828], [4.193030, -2.807501, 4.386485], [0.694195, 1.930539, 3.620935], [-3.958306, 4.008189, -2.329926], [-1.026170, 3.265858, -5.483182], [1.504365, -2.375751, 3.547982], [0.343523, 0.599863, 3.831115], [3.244090, -1.123560, 3.394552], [-3.095646, -2.183884, -1.759808], [-6.657347, 1.618550, 0.893555], [-0.150997, 1.864983, -6.116688], [7.326941, -0.655388, 4.726679], [-3.569783, 0.668213, -1.062973], [0.194074, -0.977147, 5.291113], [-1.240642, -1.644344, 3.162081], [5.614890, 1.611789, 1.054549], [-2.300335, -2.194197, -0.177833], [-0.534556, -1.471282, -3.534566], [-1.863408, -4.956657, 3.382860], [1.389208, 2.128416, 5.908965], [-0.570738, 0.558262, 0.152576], [2.132593, -1.958277, 2.755736], [0.120267, 2.548107, 0.388459], [3.487009, -2.459303, -3.763226], [5.621645, 0.317589, 0.550832], [-0.062854, 2.750395, -5.487148], [1.215813, 2.695067, 4.655249], [0.576086, 2.370144, 2.639011], [2.944676, -2.668536, -2.851082], [-3.244632, -1.653726, 0.772417], [1.776394, -4.222006, -1.429140], [2.141021, 1.419559, -3.169396], [1.489150, 3.727184, 4.482282], [4.427343, -0.331549, 0.284874], [4.402558, 3.275421, 1.653390], [2.862165, -0.141630, 3.680577], [-3.753016, 1.607693, -3.695633], [1.411506, -5.220979, -1.231957], [-4.187559, 1.878452, 1.854705], [3.797034, -1.818311, 4.631184], [4.447576, -1.343655, -0.095057], [-3.525828, 1.070173, -0.065857], [-1.982187, -3.894519, 3.546089], [-0.607991, 3.154975, 0.582280], [-1.089650, -3.007293, 2.959656], [-3.028275, -3.418697, 4.317478], [1.619105, -0.559857, 0.341756], [-2.832414, 1.882921, 1.810942], [-4.030108, 4.949192, -1.799171], [-1.655476, -1.573893, -6.065929], [-4.017613, -1.678942, 5.099901], [2.549159, -2.807522, 2.209006], [5.091955, -0.873731, 5.464146], [0.883813, -3.390026, 0.336785], [6.646894, -2.190222, 4.171581], [-2.731444, 3.378165, -2.467068], [-3.703859, 0.661237, -4.219673], [1.977448, -1.917014, -0.780388], [2.722187, -4.759527, -3.274033], [-0.592196, -2.678221, -4.219690], [6.444835, -1.127432, 4.299261], [0.493210, 0.047441, 5.103894], [-0.206042, -3.578322, -3.758069], [-3.192952, -2.050204, 4.506563], [-1.775938, -3.512526, 0.049213], [-1.595561, -0.372944, -5.375801], [2.680257, -1.646473, -1.956261], [-4.608884, 1.357990, 0.654037], [0.408636, 2.394226, -4.071265], [4.053422, -0.951648, 2.685149], [0.203071, 2.571784, -0.594173], [-1.117160, -1.237457, -0.362293], [1.562461, 0.617218, -4.635100], [-1.991246, 0.515674, -5.853787], [-4.991612, 2.226976, -3.559307], [3.208522, 0.310634, 0.516845], [-2.133633, 2.217779, 2.559778], [-0.310766, -3.384231, 2.310681], [-1.036181, -0.294086, -4.093953], [-2.300782, -1.164366, 3.934008], [-1.154058, -2.732006, -5.485455], [-3.723812, -4.113036, 4.769514], [-6.127598, 1.322802, -0.771978], [3.027479, -0.642973, -2.169375], [-4.134482, -2.451084, -1.582316], [1.146473, 0.370505, 7.115359], [-0.450612, 1.191573, -1.622225]],
  "atomic_forces_ev_per_a": [[-0.01, -0.01, 0.00], [0.06, -0.12, 0.14], [0.00, 0.01, 0.01], [-0.01, 0.00, 0.01], [-0.01, 0.01, 0.00], [0.01, 0.01, -0.01], [-0.05, 0.00, -0.01], [-0.02, 0.00, 0.02], [-0.02, 0.02, 0.01], [-0.01, 0.00, 0.01], [0.01, 0.01, -0.01], [-0.01, 0.00, -0.07], [-0.02, 0.00, 0.00], [0.02, 0.04, 0.01], [0.00, 0.00, 0.01], [-0.01, -0.01, -0.01], [0.01, 0.03, 0.00], [-0.01, 0.00, 0.02], [-0.01, 0.07, 0.02], [0.00, 0.06, -0.01], [0.01, 0.01, 0.01], [0.00, -0.03, 0.04], [-0.01, -0.01, -0.02], [0.02, 0.00, -0.02], [-0.11, -0.27, 0.17], [-0.06, 0.12, 0.06], [-0.02, 0.01, 0.00], [0.01, -0.01, 0.04], [0.00, 0.01, 0.02], [-0.02, 0.01, -0.01], [0.00, 0.02, -0.03], [-0.01, -0.01, -0.01], [0.01, -0.01, 0.01], [-0.05, -0.01, 0.01], [0.10, 0.17, 0.04], [0.02, 0.04, -0.01], [-0.03, -0.02, 0.01], [0.03, 0.05, -0.01], [-0.01, -0.02, 0.02], [-0.01, 0.01, 0.01], [0.00, -0.03, -0.04], [-0.08, -0.02, 0.03], [0.06, -0.01, 0.05], [-0.07, -0.11, 0.00], [-0.01, 0.00, -0.02], [-0.01, -0.03, -0.02], [0.01, 0.01, 0.01], [0.00, -0.03, -0.02], [0.02, 0.01, -0.02], [-0.02, 0.12, 0.05], [0.00, -0.01, 0.02], [0.17, 0.19, -0.05], [0.10, 0.05, 0.02], [-0.01, -0.01, -0.01], [0.00, 0.00, 0.00], [-0.37, -0.04, -0.41], [0.01, 0.04, 0.06], [0.14, 0.12, 0.12], [0.01, 0.00, -0.01], [0.00, 0.00, -0.02], [0.02, -0.03, 0.01], [-0.01, -0.06, 0.01], [0.02, 0.00, 0.01], [-0.03, 0.00, -0.01], [0.05, 0.02, -0.02], [-0.02, 0.03, 0.02], [-0.02, -0.01, 0.03], [0.00, 0.02, -0.01], [-0.03, 0.03, -0.01], [-0.01, 0.01, 0.01], [0.00, -0.02, -0.01], [-0.01, -0.05, 0.02], [-0.01, 0.00, 0.01], [-0.03, -0.05, 0.00], [0.05, 0.03, -0.01], [0.00, -0.03, 0.01], [0.07, 0.12, -0.10], [0.02, 0.01, -0.02], [-0.04, -0.06, 0.06], [-0.02, -0.04, -0.08], [0.00, 0.02, 0.01], [0.27, 0.20, 0.01], [0.07, 0.02, -0.08], [0.00, 0.01, 0.00], [-0.01, -0.01, 0.02], [-0.01, 0.00, 0.01], [-0.01, 0.00, -0.05], [0.00, -0.01, 0.01], [0.03, -0.01, -0.02], [0.00, -0.01, 0.00], [-0.01, -0.05, 0.03], [0.03, -0.02, -0.04], [0.00, 0.01, -0.03], [0.00, 0.00, -0.01], [0.01, 0.00, -0.03], [-0.02, 0.02, -0.02], [-0.01, -0.01, 0.02], [0.02, 0.00, 0.01], [-0.01, -0.04, -0.03], [-0.11, -0.03, 0.04], [0.03, -0.01, 0.00], [0.01, -0.10, 0.02], [-0.04, 0.02, 0.03], [0.00, 0.09, -0.02], [-0.06, -0.02, 0.04], [-0.02, -0.05, -0.08], [-0.21, 0.13, 0.20], [-0.01, -0.01, -0.03], [-0.02, 0.03, 0.01], [0.01, 0.00, 0.03], [0.03, -0.08, -0.13], [0.02, -0.03, 0.04], [0.03, 0.02, 0.06], [0.03, -0.13, 0.05], [-0.01, -0.08, 0.02], [-0.01, 0.01, -0.03], [-0.01, 0.00, 0.00], [-0.01, -0.01, -0.01], [0.00, 0.01, -0.01], [-0.03, -0.05, -0.02], [0.01, 0.00, 0.01], [0.23, -0.14, -0.15]],
  "lowdin_spin": [0.00, 0.00, 0.00, 0.00, 0.00, 0.00, 0.00, 0.00, 0.00, 0.00, 0.00, 0.00, 0.00, 0.00, 0.00, 0.00, 0.00, 0.00, 0.00, 0.00, 0.00, 0.00, 0.00, 0.00, 0.00, 0.01, 0.00, 0.00, 0.00, 0.00, 0.00, 0.00, 0.00, 0.00, -0.01, 0.00, 0.00, 0.00, 0.00, 0.00, 0.00, 0.00, 0.00, 0.00, 0.00, 0.00, 0.00, 0.00, 0.00, 0.00, 0.00, 0.01, 0.00, 0.00, 0.00, 2.89, 0.00, 0.00, 0.00, 0.00, 0.00, 0.00, 0.00, 0.00, 0.00, 0.00, 0.00, 0.00, 0.00, 0.00, 0.00, 0.00, 0.00, 0.00, 0.00, 0.00, 0.01, 0.00, 0.00, 0.00, 0.00, -0.01, 0.00, 0.00, 0.00, 0.00, 0.00, 0.00, 0.00, 0.00, 0.00, 0.00, 0.00, 0.00, 0.00, 0.00, 0.00, 0.00, 0.00, 0.00, 0.00, 0.00, 0.00, 0.00, 0.00, 0.00, 0.04, 0.00, 0.00, 0.00, 0.00, 0.00, 0.00, 0.00, 0.00, 0.00, 0.00, 0.00, 0.00, 0.00, 0.00, 0.07]
}